[1]
C5H39N2O12 | ωB97M-V with the def2-TZVPD basis set

ORCA input file:
```
! wB97M-V def2-TZVPD RIJCOSX def2/J DEFGRID3
* xyz 1 1
H 3.39 -0.19 -2.54
H -3.06 3.10 -1.25
H -0.43 2.06 -3.82
N -0.24 -2.50 0.28
H 0.84 0.91 -1.44
H -1.66 2.70 2.56
O 1.59 2.80 -0.68
H -3.71 -1.00 -2.89
H 1.72 -0.39 0.22
H -0.09 -0.51 -1.75
O 2.34 -1.35 3.64
H -1.19 -0.90 1.32
H 2.53 -0.99 -1.49
O 1.92 -2.34 -1.50
N 0.61 1.05 1.32
O -0.38 0.42 4.62
C 0.06 -3.76 1.12
H -1.84 2.65 -3.87
H 0.66 -1.09 -3.29
O 2.87 -0.04 -1.79
O -1.34 1.87 -4.07
H -4.01 0.49 3.23
H 1.68 -2.56 -2.39
H 1.17 -2.54 -0.84
H 4.53 1.57 -0.56
H 0.76 0.72 2.28
O -3.09 -0.66 -2.33
H -1.90 -3.50 -1.07
C -0.17 -1.32 1.12
H -2.65 0.71 2.67
O 0.97 -1.42 -4.12
H 2.12 -2.24 3.57
H -1.33 0.46 4.46
H 2.52 2.73 -0.81
H -2.07 2.70 0.97
H 0.28 -1.64 2.16
O 4.29 2.26 -1.06
H -0.30 1.56 1.38
C -1.60 -2.63 -0.22
H 1.43 3.68 -0.37
O -1.74 2.23 1.74
H 1.00 -4.08 0.94
H -3.84 1.94 -0.53
H 1.92 -1.01 4.37
H -2.41 -2.65 0.58
H 4.09 1.77 -1.78
H 0.08 -3.53 2.22
C 0.56 -0.12 0.37
H -2.86 0.19 -2.78
C -0.01 0.30 -0.93
H -1.70 -1.81 -0.90
H 1.43 1.67 1.06
O -3.15 2.57 -0.40
H 0.42 -1.36 -4.81
H -0.71 -4.46 0.96
H -0.33 1.42 4.76
H -0.93 0.87 -0.69
O -3.18 0.92 3.46
*
```

## Properties
orbital gap = 9.699 eV

***

[2]
C44H94F6O22 | ωB97M-V with the def2-TZVPD basis set

ORCA input file:
```
! wB97M-V def2-TZVPD RIJCOSX def2/J DEFGRID3
* xyz -1 2
H -7.23 -17.31 9.81
H -5.83 -16.95 18.84
C -11.82 -17.62 14.36
C -7.88 -18.58 11.51
H -13.02 -18.65 15.85
O -11.38 -19.90 17.09
H -4.71 -17.41 17.54
H -12.56 -25.72 12.82
F -6.65 -18.61 15.37
H -11.45 -20.47 10.79
H -13.50 -12.73 16.92
H -13.46 -18.83 14.18
C -8.24 -19.37 13.86
H -11.57 -30.20 19.80
C -11.34 -20.52 16.01
C -18.97 -16.38 11.18
H -8.61 -28.46 12.82
O -12.38 -15.25 18.03
O -7.58 -18.58 12.95
C -4.27 -18.57 20.31
H -3.37 -18.84 20.85
C -5.99 -9.80 13.68
C -8.32 -9.92 13.23
H -12.22 -29.54 12.81
C -12.31 -14.53 16.80
O -9.63 -29.60 19.98
H -12.35 -18.71 21.51
O -3.79 -17.45 19.46
H -11.24 -11.55 11.13
H -12.57 -17.12 17.20
C -7.91 -19.79 21.41
H -8.44 -19.08 22.04
H -8.35 -22.86 20.47
C -12.60 -18.78 14.85
C -12.96 -17.73 11.19
H -10.65 -10.22 17.18
C -11.90 -31.54 12.28
O -15.17 -17.53 10.12
H -11.39 -10.92 18.54
C -13.73 -17.81 9.91
H -12.54 -12.96 18.21
C -10.80 -30.26 20.57
H -11.22 -17.72 13.46
H -18.48 -15.88 12.01
O -11.22 -32.67 12.74
H -6.74 -20.68 22.91
O -9.11 -20.19 13.53
C -12.04 -19.88 11.49
F -11.01 -22.47 14.77
O -5.67 -18.96 22.34
H -10.83 -26.00 22.68
H -18.07 -18.83 11.42
F -11.33 -22.66 16.95
H -9.50 -26.28 19.84
O -11.74 -18.56 11.19
H -8.95 -18.41 11.40
H -11.10 -17.32 15.13
H -4.60 -15.85 18.41
C -9.30 -10.16 12.12
C -10.02 -14.38 12.77
H -13.62 -18.78 9.44
C -10.34 -13.45 10.64
C -10.44 -27.31 13.05
H -9.06 -9.53 11.26
H -12.48 -26.00 22.05
O -10.20 -29.78 12.42
H -13.28 -26.06 14.37
H -11.30 -29.72 21.38
H -13.33 -16.78 19.71
O -10.91 -14.21 11.69
H -9.69 -26.52 13.01
H -12.49 -16.77 14.26
F -8.69 -18.06 15.87
H -17.05 -17.64 12.26
H -8.98 -14.43 12.42
H -11.01 -17.88 22.26
H -9.37 -33.48 12.84
H -9.74 -18.82 19.71
H -6.02 -17.69 10.94
C -12.33 -26.00 13.85
H -10.03 -11.42 9.85
O -9.31 -11.62 11.81
O -11.46 -17.18 20.24
H -11.39 -14.84 16.30
H -8.62 -20.62 21.29
C -12.48 -13.04 17.12
C -9.78 -28.27 19.51
H -10.73 -28.28 18.96
H -11.37 -30.63 13.99
C -17.29 -18.07 11.29
C -7.07 -17.39 10.88
H -8.45 -8.95 13.72
H -11.12 -23.83 22.39
H -13.05 -20.26 11.33
H -9.38 -31.91 11.97
C -9.93 -32.84 12.16
C -9.38 -23.19 20.33
C -5.33 -18.02 21.31
H -5.03 -17.04 21.67
H -9.91 -22.26 20.56
O -11.88 -20.00 14.84
H -11.93 -23.95 20.90
O -11.50 -27.20 13.98
H -12.49 -16.99 21.96
H -10.99 -16.87 17.75
C -8.82 -19.14 19.22
H -11.79 -25.15 14.28
H -12.72 -16.69 11.39
H -13.34 -17.15 9.13
H -9.38 -13.81 10.27
C -10.78 -21.96 15.96
O -11.38 -12.13 16.84
C -11.13 -24.41 21.47
H -19.43 -15.57 10.62
H -6.28 -17.75 20.86
H -10.27 -9.85 12.51
C -6.54 -20.05 22.04
H -9.47 -29.02 14.16
H -7.56 -19.54 11.09
H -6.29 -10.37 14.56
H -9.59 -23.29 19.27
H -7.17 -16.42 11.36
H -9.10 -20.02 18.64
H -5.11 -10.37 13.38
C -9.95 -27.08 20.44
O -7.70 -19.20 20.12
H -15.51 -19.18 11.36
C -7.89 -19.02 15.31
H -5.72 -8.75 13.78
O -17.97 -17.10 10.48
H -10.73 -31.30 20.88
F -9.48 -22.05 16.17
C -9.62 -28.67 13.14
O -11.25 -26.84 20.78
C -10.28 -11.92 10.79
H -10.42 -15.19 13.37
H -9.46 -27.39 21.36
H -12.67 -18.40 19.03
H -4.59 -19.40 19.68
H -16.34 -19.26 9.89
H -13.47 -18.15 12.06
C -11.83 -17.75 21.55
H -10.95 -13.51 9.74
C -11.42 -25.89 21.78
H -10.80 -27.37 12.02
H -5.99 -20.60 21.28
C -4.79 -16.92 18.51
C -11.41 -30.26 12.96
H -8.42 -10.79 13.88
H -10.23 -13.46 13.31
O -7.05 -9.90 12.74
H -11.81 -20.03 12.54
H -12.96 -31.67 12.50
C -16.02 -18.54 10.64
H -11.75 -31.47 11.20
C -12.51 -17.35 19.28
F -8.00 -20.03 16.12
C -11.52 -10.82 17.46
H -8.96 -28.16 18.80
H -19.73 -17.10 11.51
H -9.95 -33.42 11.24
H -8.51 -18.39 18.49
H -12.51 -10.38 17.29
H -13.11 -14.75 16.09
C -12.02 -16.65 18.02
O -9.77 -24.33 21.06
*
```

## Properties
orbital gap (spin up / spin down) = 2.432 / 7.291 eV
expectation value of S² = 0.7530

***

[3]
C4H11NO | ωB97M-V with the def2-TZVPD basis set

ORCA input file:
```
! wB97M-V def2-TZVPD RIJCOSX def2/J DEFGRID3
* xyz 0 1
H -1.31 1.14 2.56
H -2.12 -0.61 0.17
H -0.05 -0.10 3.16
H -0.86 -0.48 -2.83
C 1.04 -0.07 0.84
H -1.05 0.09 -0.95
C 1.65 0.46 -0.44
C -0.34 0.03 1.03
H 1.77 0.16 1.57
N -1.30 -0.02 -0.01
H 1.62 1.59 -0.55
H -0.31 -1.38 -3.99
H 1.22 -0.04 -1.29
H 2.64 0.33 -0.73
H -1.54 -0.71 2.65
C -0.82 0.10 2.44
O -0.24 -0.49 -3.62
*
```

## Properties
structure (SMILES) = C/C=C(/C)N.O
orbital gap = 8.600 eV

***

[4]
C3H8NS | ωB97M-V with the def2-TZVPD basis set

ORCA input file:
```
! wB97M-V def2-TZVPD RIJCOSX def2/J DEFGRID3
* xyz -1 1
H -1.52 -0.78 -1.25
H -0.04 2.42 -0.55
C -0.40 2.30 -1.59
H 0.81 -1.47 2.80
H -0.93 3.19 -1.93
H 0.48 2.13 -2.21
H 0.37 -3.05 2.11
C 1.11 -2.24 2.10
H -0.91 0.24 0.15
S 1.42 -1.35 0.52
N -1.26 1.15 -1.72
C -1.14 0.18 -0.91
H 2.01 -2.72 2.49
*
```

## Properties
orbital gap = 6.302 eV

***

[5]
C2H6N2S | ωB97M-V with the def2-TZVPD basis set

ORCA input file:
```
! wB97M-V def2-TZVPD RIJCOSX def2/J DEFGRID3
* xyz 0 1
H -0.15 -1.56 -2.36
S -0.35 0.78 0.64
H -2.01 0.17 1.93
H 2.23 -0.48 -1.58
H -2.32 -0.91 0.16
C 1.10 -0.45 -1.12
H 2.07 1.25 0.59
N -0.05 -0.87 -1.51
C -1.37 -0.50 1.13
N 1.20 0.38 0.01
H -0.69 -1.78 1.46
*
```

## Properties
orbital gap = 7.852 eV

***

[6]
C4H13NO2 | ωB97M-V with the def2-TZVPD basis set

ORCA input file:
```
! wB97M-V def2-TZVPD RIJCOSX def2/J DEFGRID3
* xyz 1 2
C 1.20 0.10 -1.42
H 0.72 -0.79 -1.91
H -3.20 1.34 -2.74
H -1.97 -0.40 0.75
H -3.80 1.09 -1.39
H 3.14 1.24 0.26
H -2.32 -1.57 2.74
C 0.29 -0.64 0.76
N 0.78 0.39 -0.25
O -3.50 0.58 -2.17
H 0.23 -1.55 0.12
H -0.50 -1.64 3.14
O 3.74 1.41 -0.43
H -1.06 0.59 1.88
H -1.18 -2.62 1.75
C -1.03 -0.46 1.35
H 2.05 0.54 -1.83
H 4.56 1.75 0.06
C -1.31 -1.62 2.32
H 1.05 -0.84 1.57
*
```

## Properties
orbital gap (spin up / spin down) = 8.849 / 6.156 eV
expectation value of S² = 0.7594

***

Number 1: total energy -1225.961574 Ha. Number 2: total energy -3986.792010 Ha. Number 3: total energy -288.936544 Ha. Number 4: total energy -572.014647 Ha. Number 5: total energy -587.266611 Ha. Number 6: total energy -365.033947 Ha.